Below is a molecular structure, C9H25BaO7, with properties calculated with wB97M-V/def2-TZVPD.

Computed properties:
net charge	+1
relative energy (zero: lowest compared OMol25 entry of this formula, charge and spin)	1479.5	kJ/mol
Kohn-Sham gap	0.2212	Eh
energy	-909.29157	Ha
2S+1	1
lowest unoccupied orbital energy	-4.83	eV

CARTESIAN COORDINATES (ANGSTROEM)
Ba -1.6573 -1.6598 -3.0712
O -1.4166 -1.6170 -0.1565
C -0.6056 -0.6370 -0.6595
O 0.0090 -0.0203 0.2141
O -0.5992 -0.4306 -1.8974
H -1.1000 -1.3749 0.7169
C -2.5193 -2.3871 1.9559
C -1.9893 -1.0342 2.4699
O -2.8187 -0.4736 3.4313
H -3.2850 -2.2862 1.1866
H -3.0410 -2.9181 2.7521
H -1.7994 -3.1222 1.5960
H -2.0234 -0.2729 1.6905
H -0.9647 -1.0361 2.8419
H -3.5828 -0.0741 3.0092
C 3.1002 0.1209 -2.3988
C 1.6860 0.2970 -3.0136
O 1.0285 0.9496 -1.8963
H 3.7930 -0.6062 -2.8226
H 3.0015 -0.3537 -1.4225
H 3.5282 1.0464 -2.0135
H 1.2987 -0.7152 -3.1296
H 1.6162 0.8160 -3.9696
H 1.0512 0.3870 -1.1188
C 4.0382 -0.2046 0.9059
C 2.4730 0.0850 1.0787
O 1.8085 0.0237 -0.1799
H 4.2091 -1.2385 0.6062
H 4.5883 -0.1740 1.8463
H 4.5217 0.4393 0.1711
H 2.3451 1.0609 1.5472
H 1.9911 -0.7311 1.6171
H 0.8603 -0.1079 -0.1073
C -2.9108 2.8227 -0.3305
C -2.0017 1.5734 -0.0627
O -0.6549 1.6292 -0.6261
H -2.8078 2.9801 -1.4042
H -2.5767 3.6974 0.2276
H -3.8931 2.6221 0.0971
H -2.5285 0.7175 -0.4844
H -2.0016 1.2795 0.9870
H -0.1706 0.9280 -0.1840